Below is a molecular structure, C14H22O5PZr in a non-equilibrium geometry, with properties calculated with ωB97M-V/def2-TZVPD.

Each line ends with the natural charge from an NBO analysis.
Cartesian coordinates (Å):
O -5.83 1.47 -2.08  -0.347
C -4.80 1.60 -1.61  0.439
Zr -1.35 1.68 -0.32  1.675
O -3.32 -1.28 -0.72  -0.309
C -2.64 -0.34 -0.63  0.490
C -2.44 3.43 -0.68  0.069
O -1.27 3.84 -0.33  -0.489
C -2.94 1.02 1.21  0.459
O -3.73 0.67 1.98  -0.211
C -1.68 1.14 -2.52  0.481
O -1.86 0.78 -3.61  -0.246
H -3.35 3.97 -0.97  0.256
C 1.21 2.24 1.39  -0.621
C 1.76 1.06 0.57  -0.512
C 2.80 0.27 1.36  -0.635
P 0.46 -0.05 -0.10  0.858
C 0.99 -0.75 -1.69  -0.496
C 2.44 -1.23 -1.58  -0.633
C 0.06 -1.87 -2.20  -0.616
C -0.06 -1.34 1.09  -0.499
C 0.97 -2.47 1.15  -0.633
C -0.38 -0.77 2.48  -0.605
H 0.66 1.89 2.28  0.240
H 0.55 2.92 0.81  0.178
H 2.07 2.83 1.73  0.317
H 2.24 1.46 -0.34  0.270
H 2.41 -0.13 2.30  0.228
H 3.25 -0.55 0.79  0.252
H 3.62 0.95 1.62  0.280
H 0.95 0.10 -2.40  0.238
H 2.54 -2.04 -0.86  0.233
H 2.75 -1.61 -2.56  0.273
H 3.13 -0.42 -1.31  0.226
H -0.90 -1.46 -2.56  0.192
H 0.56 -2.35 -3.05  0.286
H -0.14 -2.62 -1.42  0.228
H -0.99 -1.76 0.68  0.238
H 1.95 -2.10 1.46  0.238
H 0.64 -3.20 1.91  0.275
H 1.07 -3.02 0.20  0.237
H -1.26 -0.12 2.47  0.175
H -0.61 -1.62 3.15  0.288
H 0.47 -0.22 2.90  0.234

Computed properties:
E_HOMO ... -20.1 eV
Molar mass ... 392.52 g/mol
Total energy ... -1310.00027 Eh
HOMO-LUMO gap ... 5.795 eV
LUMO ... -14.31 eV
Total charge ... +3

Below is a single C13H15N molecule in a non-equilibrium geometry, with properties calculated with ωB97M-V/def2-TZVPD.

Each line ends with the natural charge from an NBO analysis.
Cartesian coordinates (Å):
C 3.39 -0.88 -3.72  -0.515
C 3.00 -0.40 -2.59  0.127
C 2.70 0.05 -1.38  -0.339
C 2.30 -0.83 -0.25  -0.229
N 0.88 -0.65 0.22  -0.423
C -0.08 -0.92 -0.82  -0.219
C -1.44 -1.24 -0.19  -0.431
C -1.82 -0.13 0.77  0.003
C -3.18 0.06 1.16  -0.201
C -3.53 1.08 2.03  -0.215
C -2.55 1.96 2.49  -0.217
C -1.24 1.76 2.19  -0.190
C -0.85 0.75 1.27  -0.044
C 0.54 0.61 0.81  -0.244
H 4.45 -1.02 -3.89  0.233
H 2.57 -1.19 -4.38  0.232
H 2.88 1.12 -1.27  0.232
H 2.44 -1.88 -0.46  0.215
H 2.81 -0.50 0.64  0.204
H -0.21 -0.10 -1.53  0.171
H 0.25 -1.84 -1.36  0.200
H -2.17 -1.52 -0.94  0.217
H -1.27 -2.14 0.44  0.218
H -3.96 -0.61 0.75  0.210
H -4.54 1.15 2.42  0.212
H -2.84 2.71 3.22  0.210
H -0.51 2.41 2.68  0.210
H 0.75 1.42 0.07  0.170
H 1.25 0.78 1.63  0.206

Computed properties:
SMILES ... C=C=CCN1CCc2ccccc2C1
E_HOMO ... -8.5 eV
Molar mass ... 185.27 g/mol
Total energy ... -559.03935 Eh
HOMO-LUMO gap ... 9.395 eV
LUMO ... 0.91 eV
Total charge ... 0

Below is 3 unconnected molecules or ions with the total composition C41H79ClF2N5O4Si in a non-equilibrium geometry, with properties calculated with ωB97M-V/def2-TZVPD.

Each line ends with the Mulliken charge.
Cartesian coordinates (Å):
C 0.37 -6.03 2.01  -0.725
C 1.05 -4.84 1.62  -0.283
N 0.22 -3.67 1.32  0.735
C 0.93 -2.66 0.46  -1.770
C 1.02 -1.23 1.09  0.916
C 1.67 -0.28 0.02  -1.599
C 3.19 -0.58 -0.30  -0.301
C 3.67 0.56 -1.32  -0.955
C 4.59 1.65 -0.66  -0.912
C 4.01 2.34 0.63  0.501
C 5.27 2.80 1.51  -0.980
C 4.84 3.07 3.03  -0.574
C 5.84 2.46 4.08  -0.852
C 6.21 0.95 3.86  -0.910
C 5.00 0.02 3.45  0.771
C 4.08 -0.40 4.67  -0.434
C 3.01 0.73 4.99  -0.341
C -0.32 -0.72 1.72  0.799
Cl 0.09 0.29 3.19  -0.201
C -1.24 0.13 0.77  0.251
F -0.75 1.41 0.53  -0.258
F -1.32 -0.49 -0.50  -0.382
C -2.72 0.31 1.25  -0.910
C -2.92 1.43 2.35  -0.437
Si -4.53 2.39 1.89  -0.331
C -4.94 3.69 3.21  -1.047
C -4.24 3.25 0.19  -0.532
C -5.87 1.03 1.74  0.601
C -6.13 0.28 2.98  -0.334
C -7.11 -0.80 2.94  -0.631
C -7.76 -1.09 1.67  -0.300
C -7.54 -0.35 0.45  -0.627
C -6.56 0.74 0.49  0.007
N -1.11 -1.87 2.26  -0.368
C -0.27 -3.03 2.46  -0.287
N -0.04 -3.47 3.70  -0.228
H -0.03 -6.08 3.06  0.257
H 0.18 -6.89 1.32  0.249
H 2.16 -4.90 1.57  0.527
H 0.55 -2.62 -0.60  0.203
H 1.99 -3.03 0.37  0.464
H 1.77 -1.30 1.94  0.297
H 1.61 0.80 0.32  0.370
H 1.09 -0.38 -0.94  0.636
H 3.77 -0.52 0.66  0.022
H 3.28 -1.58 -0.80  0.582
H 4.15 0.10 -2.23  0.346
H 2.75 1.09 -1.70  0.365
H 4.71 2.47 -1.43  0.356
H 5.60 1.19 -0.47  0.341
H 3.41 3.26 0.37  0.444
H 3.34 1.69 1.25  -0.512
H 5.60 3.78 1.08  0.487
H 6.06 2.02 1.42  0.311
H 3.78 2.72 3.13  0.134
H 4.81 4.18 3.20  0.493
H 5.51 2.68 5.13  0.341
H 6.80 3.04 3.96  0.376
H 6.58 0.55 4.85  0.384
H 7.07 0.81 3.16  0.361
H 4.35 0.44 2.65  -0.848
H 5.43 -0.94 3.04  0.369
H 4.67 -0.69 5.58  0.408
H 3.49 -1.29 4.30  0.057
H 2.14 0.26 5.52  0.342
H 2.67 1.13 4.00  -0.264
H 3.44 1.59 5.56  0.243
H -3.29 0.65 0.34  0.602
H -3.21 -0.64 1.58  0.371
H -3.11 0.96 3.36  0.230
H -2.06 2.12 2.48  0.603
H -5.65 4.47 2.80  0.323
H -3.98 4.25 3.44  0.302
H -5.28 3.27 4.19  0.299
H -4.90 4.14 0.04  0.387
H -3.16 3.54 0.15  -0.235
H -4.43 2.52 -0.63  0.314
H -5.57 0.54 3.91  0.237
H -7.28 -1.38 3.88  0.354
H -8.48 -1.93 1.63  0.319
H -8.02 -0.56 -0.52  0.369
H -6.29 1.35 -0.41  0.283
H -1.77 -2.18 1.52  0.472
H -0.84 -3.81 4.24  0.273
H 0.89 -3.49 4.12  0.270
C -0.98 4.85 -1.19  -0.889
O -2.12 5.68 -1.31  -0.120
C -1.82 7.07 -1.16  -0.915
C -1.99 7.80 -2.48  -0.202
N -0.95 7.43 -3.43  -0.328
C -1.19 7.89 -4.80  -0.669
C -2.43 7.34 -5.52  -0.488
O -2.36 5.96 -5.82  -0.435
C -2.77 5.10 -4.76  -0.522
H -1.32 3.81 -1.17  0.120
H -0.31 4.97 -2.05  0.398
H -0.44 5.05 -0.26  0.436
H -0.83 7.23 -0.73  0.401
H -2.55 7.46 -0.45  0.383
H -1.94 8.88 -2.30  0.402
H -2.99 7.56 -2.87  0.158
H -0.87 6.42 -3.45  0.062
H -0.31 7.61 -5.38  0.373
H -1.24 8.99 -4.80  0.398
H -2.48 7.85 -6.49  0.350
H -3.36 7.59 -5.01  0.346
H -3.55 5.55 -4.15  0.265
H -1.91 4.82 -4.15  0.140
H -3.16 4.18 -5.21  0.341
C -0.92 -8.83 -4.94  -0.705
O 0.37 -8.31 -5.17  -0.342
C 0.38 -6.92 -5.49  -0.806
C 1.00 -6.11 -4.36  -0.211
N 0.14 -6.10 -3.18  -0.246
C 0.79 -5.57 -1.98  -0.388
C 2.00 -6.34 -1.43  -0.563
O 1.68 -7.61 -0.90  -0.406
C 1.63 -8.66 -1.86  -0.573
H -0.84 -9.91 -4.86  0.241
H -1.34 -8.45 -4.00  0.296
H -1.60 -8.60 -5.76  0.345
H -0.62 -6.55 -5.74  0.414
H 1.00 -6.80 -6.38  0.403
H 1.17 -5.08 -4.70  0.362
H 1.98 -6.56 -4.14  0.191
H -0.16 -7.04 -2.98  0.054
H 0.03 -5.54 -1.20  0.294
H 1.09 -4.53 -2.17  0.222
H 2.38 -5.76 -0.58  0.212
H 2.82 -6.40 -2.14  0.421
H 2.34 -8.51 -2.68  0.295
H 0.61 -8.77 -2.25  0.192
H 1.88 -9.59 -1.35  0.309

Computed properties:
E_HOMO ... -9.9 eV
Molar mass ... 807.65 g/mol
Total energy ... -3133.22081 Eh
HOMO-LUMO gap ... 5.094 eV
LUMO ... -4.82 eV
Total charge ... +1

Below is a molecular structure, C4H7N3O in a non-equilibrium geometry, with properties calculated with ωB97M-V/def2-TZVPD.

Each line ends with the natural charge from an NBO analysis.
Cartesian coordinates (Å):
C 0.54 -0.91 -0.76  0.377
C 0.06 0.73 0.86  -0.104
C -1.15 1.17 0.16  -0.084
C 0.65 0.60 -0.58  0.007
H 0.39 -1.01 -2.64  0.342
H -0.27 -2.35 0.41  0.397
H 0.79 -0.72 2.19  0.352
H 0.56 1.41 1.54  0.212
H -1.90 0.35 0.10  0.190
H -1.50 2.09 0.57  0.190
H 1.54 1.07 -0.96  0.213
N 0.38 -1.63 -1.83  -0.677
N 0.40 -1.53 0.47  -0.479
N -0.01 -0.62 1.55  -0.433
O -0.47 1.34 -1.07  -0.505

Computed properties:
E_HOMO ... -8.9 eV
Molar mass ... 113.12 g/mol
Total energy ... -396.03197 Eh
HOMO-LUMO gap ... 9.781 eV
LUMO ... 0.84 eV
Total charge ... 0

Below is 5 unconnected molecules or ions with the total composition C24H41Br8NO3 in a non-equilibrium geometry, with properties calculated with ωB97M-V/def2-TZVPD.

Each line ends with the Mulliken charge.
Cartesian coordinates (Å):
C 0.76 -1.80 -4.45  -1.284
O 0.04 -1.01 -3.49  -0.227
C 0.59 -1.15 -2.19  -1.131
C 1.64 -0.07 -1.87  0.477
C 2.63 -0.63 -0.84  -0.940
C 3.47 0.40 -0.06  -0.967
C 2.73 1.69 0.31  0.470
C 3.23 2.27 1.63  -0.756
C 2.66 3.67 1.90  -1.184
N 1.18 3.63 1.96  0.716
C 0.64 3.65 3.32  -1.595
C 0.20 2.26 3.75  1.029
C -0.20 1.32 2.82  0.155
C -0.58 0.05 3.21  -0.804
C -0.57 -0.28 4.55  -1.041
C -0.22 0.66 5.50  -0.791
C 0.18 1.92 5.10  -0.626
C 0.60 4.54 1.07  0.250
O 0.49 4.33 -0.11  -0.548
O 0.19 5.74 1.62  -0.493
H 1.80 -1.78 -4.10  0.616
H 0.72 -1.40 -5.46  0.300
H 0.40 -2.83 -4.44  0.234
H 1.00 -2.15 -2.02  0.450
H -0.25 -1.03 -1.50  0.293
H 1.09 0.79 -1.50  0.185
H 2.13 0.17 -2.81  0.037
H 2.12 -1.31 -0.17  0.477
H 3.33 -1.24 -1.42  0.341
H 4.40 0.64 -0.58  0.374
H 3.76 -0.07 0.88  0.362
H 1.66 1.51 0.38  -0.376
H 2.88 2.45 -0.47  0.310
H 2.85 1.64 2.45  0.265
H 4.32 2.31 1.64  0.498
H 2.96 4.35 1.10  0.559
H 3.08 4.05 2.83  0.291
H -0.22 4.31 3.40  0.475
H 1.38 4.00 4.05  0.380
H -0.21 1.57 1.77  0.257
H -0.85 -0.68 2.46  0.105
H -0.88 -1.28 4.86  1.268
H -0.24 0.40 6.55  0.399
H 0.46 2.66 5.84  0.378
H -0.76 5.81 1.48  0.363
Br -3.01 -1.57 5.59  0.026
C -4.23 -2.60 6.72  -0.587
C -3.96 -2.38 8.18  -0.628
Br -2.36 -3.31 8.77  -0.137
H -4.12 -3.65 6.43  0.333
H -5.23 -2.26 6.46  0.386
H -4.77 -2.77 8.79  0.370
H -3.81 -1.33 8.41  0.379
Br -1.18 -5.16 4.30  -0.107
C -2.87 -5.10 3.35  -0.507
C -2.67 -4.79 1.89  -0.584
Br -2.27 -2.91 1.60  -0.072
H -3.49 -4.37 3.85  0.201
H -3.31 -6.09 3.47  0.370
H -3.59 -4.97 1.33  0.343
H -1.86 -5.35 1.45  0.408
Br 1.85 0.55 -6.04  0.029
C 2.80 1.38 -7.51  -0.608
C 2.62 0.60 -8.79  -0.573
Br 3.70 -1.02 -8.79  -0.134
H 3.84 1.47 -7.21  0.380
H 2.37 2.37 -7.62  0.344
H 2.96 1.17 -9.64  0.369
H 1.59 0.28 -8.94  0.304
Br -2.34 0.74 -8.67  -0.149
C -3.48 -0.40 -7.58  -0.562
C -3.23 -0.21 -6.11  -0.674
Br -1.57 -1.06 -5.53  0.113
H -3.30 -1.42 -7.90  0.341
H -4.50 -0.11 -7.84  0.362
H -4.02 -0.68 -5.53  0.344
H -3.15 0.83 -5.83  0.370

Computed properties:
SMILES ... COCCCCCCCN(Cc1ccccc1)C(=O)O.BrCCBr.BrCCBr.BrCCBr.BrCCBr
E_HOMO ... -9.0 eV
Molar mass ... 1030.83 g/mol
Total energy ... -21811.61915 Eh
HOMO-LUMO gap ... 9.394 eV
LUMO ... 0.44 eV
Total charge ... 0

Below is a molecular structure, CH16Na5O11 in a non-equilibrium geometry, with properties calculated with ωB97M-V/def2-TZVPD.

Each line ends with the natural charge from an NBO analysis.
Cartesian coordinates (Å):
Na -3.78 0.95 1.47  0.971
Na -3.17 -2.28 1.25  0.990
Na 0.33 -2.08 2.50  0.961
Na -0.13 1.93 3.45  0.980
Na -2.28 -0.42 3.96  0.978
C -0.39 0.19 0.89  0.946
O -0.40 0.15 -0.36  -0.769
O 0.59 0.50 1.62  -0.893
O -1.42 -0.32 1.55  -1.166
O -2.22 -1.28 -2.10  -0.972
H -2.17 -0.80 -2.93  0.502
H -1.53 -0.87 -1.56  0.467
O -0.36 -2.84 0.08  -1.024
H -0.71 -1.98 -0.18  0.471
H 0.35 -3.01 -0.58  0.554
O 3.01 2.04 1.64  -0.939
H 2.28 1.43 1.50  0.462
H 2.72 2.88 1.26  0.480
O 1.04 -1.91 -2.46  -0.983
H 1.05 -1.01 -2.11  0.472
H 1.44 -1.83 -3.33  0.506
O -2.51 2.08 -0.41  -1.003
H -1.89 1.32 -0.38  0.480
H -3.03 1.93 -1.21  0.513
O 2.78 -1.66 1.23  -0.937
H 3.41 -1.90 1.92  0.498
H 2.27 -0.93 1.59  0.451
O 2.19 0.66 -1.32  -0.933
H 1.24 0.63 -1.10  0.460
H 2.61 -0.03 -0.78  0.474
O -0.34 3.01 -2.02  -0.895
H -0.58 2.08 -1.95  0.443
H -0.41 3.36 -1.13  0.457

Computed properties:
E_HOMO ... -17.6 eV
Molar mass ... 319.08 g/mol
Total energy ... -1685.96955 Eh
HOMO-LUMO gap ... 3.984 eV
LUMO ... -13.62 eV
Total charge ... +3

Below is a molecular structure, C36H27BrKN7O11S, with properties calculated with ωB97M-V/def2-TZVPD.

Each line ends with the Mulliken charge.
Cartesian coordinates (Å):
K 0.82 -0.47 0.50  1.015
O -1.58 -5.52 -3.65  -0.571
C -1.22 -4.58 -2.74  0.993
C -2.01 -3.46 -2.50  -0.307
C -1.56 -2.53 -1.58  -0.847
N -0.41 -2.68 -0.91  0.116
C 0.29 -3.76 -1.15  -0.055
Br 1.92 -3.89 -0.16  -0.194
C -0.04 -4.76 -2.05  -0.494
H -2.35 -5.21 -4.14  0.295
H -2.93 -3.28 -3.04  0.248
H -2.12 -1.63 -1.37  0.201
H 0.60 -5.61 -2.21  0.422
N -9.31 0.28 5.44  -0.592
C -8.29 0.21 4.91  -0.009
C -7.02 0.12 4.24  0.640
C -6.28 1.28 3.99  -0.936
C -5.06 1.19 3.35  -0.019
C -4.54 -0.05 2.97  -0.704
C -5.29 -1.20 3.22  -0.052
C -6.52 -1.12 3.85  -0.888
C -3.21 -0.14 2.29  1.330
C -2.23 -0.79 3.02  -0.073
C -2.35 -1.27 4.38  -0.960
C -1.15 -1.86 4.69  -1.006
C -0.34 -1.72 3.51  -0.392
N -0.96 -1.09 2.54  0.513
C -3.17 0.42 0.99  -0.066
C -4.33 0.77 0.24  -0.868
C -3.89 1.17 -1.01  -1.331
C -2.47 1.07 -0.97  -0.818
N -2.04 0.62 0.21  0.337
H -6.68 2.24 4.30  0.419
H -4.49 2.08 3.14  0.504
H -4.88 -2.15 2.92  0.518
H -7.09 -2.02 4.04  0.422
H -3.20 -1.16 5.03  0.438
H -0.87 -2.33 5.62  0.418
H 0.69 -2.07 3.38  0.474
H -5.36 0.70 0.57  0.489
H -4.48 1.49 -1.86  0.433
H -1.77 1.28 -1.77  0.698
C 0.13 3.78 -0.42  -0.825
C 0.23 3.37 1.04  -0.321
O 0.23 1.97 1.20  -0.405
H 0.21 4.86 -0.53  0.425
H -0.83 3.47 -0.84  0.187
H 0.93 3.31 -0.99  0.117
H -0.58 3.82 1.62  0.290
H 1.17 3.73 1.46  0.312
H -0.62 1.58 0.89  0.279
O 7.85 2.83 1.83  -0.672
N 7.60 1.95 2.65  1.048
O 8.34 1.70 3.60  -0.671
C 6.40 1.18 2.48  -0.567
C 5.56 1.43 1.40  -0.310
C 4.44 0.68 1.23  -0.217
C 3.99 -0.38 2.15  0.646
O 2.91 -0.96 2.07  -0.368
C 4.97 -0.57 3.23  -0.532
C 6.10 0.18 3.39  -0.122
N 4.76 -1.62 4.22  1.002
O 5.47 -1.61 5.23  -0.678
O 3.91 -2.45 4.03  -0.578
N 3.67 1.00 0.02  1.119
O 3.09 0.10 -0.55  -0.615
O 3.69 2.15 -0.37  -0.599
H 5.80 2.20 0.69  0.624
H 6.75 -0.02 4.22  0.623
O 3.97 1.24 -8.88  -0.496
C 3.32 2.04 -7.97  0.653
O 3.52 3.23 -8.04  -0.613
C 2.48 1.36 -6.97  0.778
C 2.11 0.01 -7.06  -0.607
C 1.30 -0.57 -6.10  -0.844
C 0.82 0.15 -4.98  -0.089
S -0.20 -0.58 -3.81  -0.262
C 1.22 1.51 -4.91  -0.492
C 2.02 2.09 -5.87  -0.567
H 3.81 0.31 -8.63  0.288
H 2.40 -0.61 -7.90  0.132
H 1.02 -1.61 -6.20  0.368
H 0.89 2.09 -4.06  0.426
H 2.30 3.13 -5.79  0.391

Computed properties:
E_HOMO ... -2.3 eV
Molar mass ... 884.72 g/mol
Total energy ... -6171.04705 Eh
HOMO-LUMO gap ... 5.715 eV
LUMO ... 3.41 eV
Total charge ... -2

Question: What is the formula in the sixth record?
Answer: CH16Na5O11